The following is a DFT calculation (ωB97M-V/def2-TZVPD) of C6H14CdO4 as an isolated structure in a non-equilibrium geometry.

## Properties
**Charge**: 0

Last column: Mulliken charge in e.
Cartesian coordinates (Å):
O1 -0.87 -1.19 2.42  -0.76
C1 -0.82 -0.22 3.41  -0.19
C2 -0.39 1.13 2.84  -0.50
O2 0.78 0.84 2.08  -0.36
C3 1.38 1.89 1.36  -0.50
C4 2.42 1.26 0.46  -0.35
O3 1.79 0.16 -0.17  -0.14
C5 2.48 -0.37 -1.29  -0.83
Cd1 0.21 -0.82 0.86  0.91
H1 -0.08 -0.50 4.20  0.29
H2 -1.79 -0.07 3.92  0.30
H3 -0.15 1.86 3.63  0.31
H4 1.85 2.62 2.04  0.31
H5 0.61 2.40 0.75  0.30
H6 3.29 0.89 1.03  0.38
H7 2.78 1.99 -0.27  0.36
H8 2.01 -1.33 -1.53  0.21
H9 2.36 0.28 -2.17  0.31
H10 3.56 -0.43 -1.04  0.36
O4 -0.86 -1.17 -0.70  -0.75
H11 -1.20 1.59 2.17  0.31
C6 -0.85 -0.74 -2.01  -0.62
H12 -0.68 0.36 -2.09  0.22
H13 -0.07 -1.22 -2.63  0.18
H14 -1.82 -0.93 -2.52  0.25


The following is a DFT calculation (ωB97M-V/def2-TZVPD) of C6H14Cl2LiO10 as an isolated structure.

## Properties
**Charge**: -1

Last column: Mulliken charge in e.
Cartesian coordinates (Å):
Li1 -0.94 0.15 -0.61  1.09
Cl1 1.62 -1.05 -2.21  1.76
O1 2.83 -0.88 -1.44  -0.69
O2 0.76 0.10 -1.93  -0.75
O3 1.91 -1.06 -3.62  -0.68
O4 0.94 -2.25 -1.81  -0.65
Cl2 -3.48 -2.20 -0.35  1.68
O5 -3.64 -2.05 1.08  -0.68
O6 -2.35 -1.39 -0.78  -0.79
O7 -3.21 -3.57 -0.67  -0.64
O8 -4.66 -1.74 -1.04  -0.68
C1 1.23 -2.03 2.04  -0.61
C2 2.34 -0.95 1.85  -0.64
C3 1.56 0.26 1.34  -0.64
O9 0.34 -0.26 0.82  -0.14
C4 -0.06 -1.28 1.74  -0.33
H1 1.26 -2.50 3.02  0.36
H2 1.38 -2.79 1.27  0.29
H3 3.02 -1.32 1.08  0.21
H4 2.92 -0.70 2.73  0.37
H5 2.07 0.83 0.57  0.29
H6 1.30 0.94 2.17  0.43
H7 -0.81 -1.91 1.25  0.11
H8 -0.51 -0.82 2.63  0.27
C5 0.08 3.56 -0.50  -0.67
C6 -0.83 3.02 -1.58  -0.29
O10 -1.72 2.02 -1.05  -0.47
H9 0.78 4.27 -0.93  0.34
H10 0.63 2.73 -0.06  -0.04
H11 -0.48 4.06 0.29  0.30
H12 -0.24 2.57 -2.38  0.21
H13 -1.45 3.81 -2.01  0.43
H14 -2.58 2.43 -0.93  0.24


What are the energy above the lowest of the compared OMol25 structures with the same formula, charge and spin values for these records? In order: 0.00 0.00 kJ/mol.
What are the DFT total energy values for these records? In order: -705.5729 -1916.9852 hartree.